Computed, not measured: one molecule with the formula C5H10O2, with ωB97M-V/def2-TZVPD.

```
! RIJCOSX wB97M-V def2-TZVPD def2/J DEFGRID3
* xyz 0 1
C 2.0027 1.0325 -0.2798
O 0.6512 1.0759 -0.5457
C 0.1203 -0.0669 -0.8652
C 0.7703 -1.1432 0.9012
O -0.6058 -0.8106 1.1363
C -1.1331 -0.4502 -0.1367
C -2.1760 0.6388 0.0345
H 1.6213 -0.1983 0.5513
H 2.5928 0.5468 -1.0668
H 2.3594 2.0189 0.0110
H 0.5830 -0.6546 -1.6586
H 1.2076 -1.2648 1.9014
H 0.8832 -2.1112 0.3908
H -1.5726 -1.3323 -0.6294
H -2.6492 0.8850 -0.9218
H -2.9464 0.2969 0.7316
H -1.7087 1.5373 0.4459
*
```

The calculation puts the energy at -9436.72381 eV. As for the molar mass: 102.13 g/mol. For the relative energy (zero: lowest compared OMol25 entry of this formula, charge and spin), the calculation gives 609.7 kJ/mol. The calculation puts the HOMO energy (spin up / spin down) at -7.69 / -7.69 eV. The value obtained for the HOMO-LUMO gap (spin up / spin down) is 7.95 / 7.95 eV.

Computed, not measured: C5H10O2 as an isolated structure, with ωB97M-V/def2-TZVPD.

```
! RIJCOSX wB97M-V def2-TZVPD def2/J DEFGRID3
* xyz 0 1
O 0.4012 -1.7050 1.3692
C -0.1289 -0.4882 1.8604
C 0.1876 0.5971 0.8498
C -0.4462 0.3852 -0.5150
C 0.0401 1.2808 -1.6600
O 0.1154 0.1751 -2.5630
C 0.0538 -0.7354 -1.4476
H 0.2074 -2.4022 2.0058
H 0.3171 -0.2234 2.8302
H -1.2186 -0.5558 2.0073
H 1.2779 0.6633 0.7390
H -0.1561 1.5584 1.2533
H -1.5406 0.3823 -0.4387
H 1.0436 1.6737 -1.4446
H -0.6005 2.0907 -2.0233
H -0.6021 -1.5872 -1.6546
H 1.0490 -1.1094 -1.1683
*
```

The calculation puts the energy at -9440.71199 eV. As for the molar mass: 102.13 g/mol. For the relative energy (zero: lowest compared OMol25 entry of this formula, charge and spin), the calculation gives 224.9 kJ/mol. The calculation puts the HOMO energy at -9.41 eV. The value obtained for the HOMO-LUMO gap is 10.22 eV.

Computed, not measured: one molecule with the formula C5H10O2, with ωB97M-V/def2-TZVPD.

```
! RIJCOSX wB97M-V def2-TZVPD def2/J DEFGRID3
* xyz 0 1
C -2.5772 -0.1951 0.3851
C -1.2920 0.5956 0.0674
O -0.0446 0.2170 0.7298
C 1.1473 0.2660 -0.1772
C 2.6169 0.3292 0.3230
C 0.7698 -1.0742 -0.6967
O 0.1581 -1.2652 -1.7209
H -2.8144 -0.2798 1.4491
H -3.4073 0.3728 -0.0636
H -2.6360 -1.1965 -0.0564
H -1.1810 0.5672 -1.0235
H -1.4589 1.6308 0.3663
H 1.0169 1.0740 -0.9045
H 3.2361 0.1550 -0.5746
H 2.9590 1.2977 0.7053
H 2.9273 -0.4348 1.0453
H 0.9678 -1.8700 0.0488
*
```

The calculation puts the energy at -9440.51442 eV. As for the molar mass: 102.13 g/mol. For the relative energy (zero: lowest compared OMol25 entry of this formula, charge and spin), the calculation gives 244.0 kJ/mol. The calculation puts the HOMO energy at -9.39 eV. The value obtained for the HOMO-LUMO gap is 10.44 eV.